1.
Here is a 18-piece molecular cluster, C45H65ClF2N19O4 overall at a distorted geometry from the OMol25 dataset. Energies are from ωB97M-V/def2-TZVPD.

Output
- net charge = +1
- relative energy (zero: lowest compared OMol25 entry of this formula, charge and spin) (kJ/mol) = 0.00
- HOMO-LUMO gap (eV) = 8.20
- E_LUMO (Eh) = -0.1376

Each line ends with the Mulliken charge.
CARTESIAN COORDINATES (ANGSTROEM)
Cl: 0.932 1.833 0.397  -0.041
C: -1.945 -11.466 2.888  -0.528
C: 3.690 3.706 -1.788  -0.273
C: -0.582 2.659 -2.678  -1.251
C: 5.884 9.338 -0.237  0.456
H: -2.658 -4.480 -5.982  0.248
H: -8.021 -2.528 2.507  0.218
H: -1.038 2.321 -3.579  0.550
H: 7.180 -2.927 4.454  0.261
N: -7.597 -0.758 4.727  -0.509
H: 2.071 3.645 -8.048  0.295
H: -3.189 3.035 2.666  0.170
C: -1.320 -11.327 4.189  0.373
H: 0.554 2.799 -7.684  0.279
H: -0.941 -7.362 5.011  0.290
H: -8.402 2.891 2.930  0.327
H: -0.452 -0.890 0.345  0.241
H: 1.094 -4.151 -2.816  0.248
H: 7.758 8.230 -4.487  0.371
N: 1.781 -0.957 2.056  -0.428
H: -4.197 4.450 3.032  0.158
N: 0.250 -3.692 0.747  -0.381
H: -0.875 3.211 0.272  0.179
H: 8.499 -3.958 3.871  0.285
H: -2.382 -5.131 -7.606  0.287
C: 1.627 2.681 -7.811  -0.952
H: 5.087 11.217 0.180  0.275
H: -1.750 -1.942 -0.249  0.356
H: -1.656 1.567 -1.351  0.174
N: 0.365 4.614 -3.677  0.428
H: -5.093 -1.317 6.545  0.289
H: 8.314 -2.313 3.237  0.271
N: -3.195 1.768 5.566  -0.504
H: 4.159 5.642 -2.528  0.438
C: 5.686 10.452 0.667  -0.851
H: 6.649 10.873 0.944  0.298
H: -3.079 3.448 8.217  0.278
H: -1.085 -5.171 -6.401  0.202
H: -2.055 -10.480 2.438  0.072
C: 2.214 2.164 -6.592  0.495
C: -0.935 5.186 -3.678  0.708
C: -1.452 -1.268 0.549  -0.654
C: -6.503 -0.823 5.089  0.394
H: 1.244 4.522 -0.716  0.314
O: 3.795 5.859 0.930  -0.554
C: -1.926 -4.595 -6.778  -0.703
N: 2.731 1.755 -5.644  -0.471
H: -4.690 0.096 5.548  -0.094
O: -1.354 6.127 -3.005  -0.436
H: -0.267 -6.598 1.795  0.152
N: 6.239 -4.099 1.696  -0.441
C: -2.242 4.878 2.429  0.277
H: 4.113 7.063 -0.648  0.477
H: 1.120 -5.417 -1.580  0.071
C: -2.361 3.414 7.401  -0.801
H: 1.815 1.985 -8.622  0.344
N: -0.922 2.247 -1.521  0.199
H: -1.397 3.084 7.782  0.297
C: -3.200 4.029 3.112  0.023
C: -1.487 -3.290 -7.214  0.308
H: 5.173 10.109 1.562  0.282
C: 2.418 -1.914 1.953  0.412
H: -9.000 -1.708 1.283  0.273
H: -0.360 4.812 -1.058  0.416
H: 1.812 1.967 -2.119  0.510
N: -6.181 4.467 4.486  -0.489
H: 3.096 -3.727 2.728  0.224
N: -0.793 -11.217 5.210  -0.423
H: 2.090 -5.600 -3.056  0.325
C: -2.495 -8.793 -0.566  0.432
H: 4.236 -2.895 1.662  0.233
H: -2.257 4.409 6.975  0.305
C: -7.972 -3.395 0.605  0.242
H: 5.470 4.514 -2.592  0.395
N: 1.548 -6.332 3.416  -0.448
H: -2.939 3.945 4.158  -0.213
C: 6.922 -3.696 2.534  0.413
C: -8.063 -2.229 1.463  -0.566
H: -2.922 -11.932 2.989  0.286
C: -6.755 3.595 3.993  0.452
C: 6.870 7.683 -4.181  -0.724
H: 2.979 3.919 -1.021  0.188
C: 7.781 -3.193 3.588  -0.780
C: -3.076 -8.884 -1.891  -0.799
O: 1.786 6.199 -2.634  -0.381
H: -7.234 -1.555 1.254  0.182
H: -4.560 -1.533 4.869  0.231
H: -7.734 1.753 4.114  0.145
C: 0.401 4.065 -1.176  -0.836
H: 2.823 -3.708 0.980  0.099
O: 5.179 5.323 -0.763  -0.380
H: 1.464 2.102 -3.790  0.652
H: 3.691 2.643 -3.583  0.829
C: 3.048 3.351 -3.118  -1.207
H: -3.157 -7.891 -2.326  0.267
C: -2.824 2.493 6.384  0.394
C: 1.154 -5.224 -2.650  -0.583
N: -7.900 -4.321 -0.078  -0.362
H: 0.476 -7.997 5.866  0.359
C: 4.304 6.139 -0.132  0.138
H: -1.424 -1.808 1.486  0.328
C: 4.648 4.839 -1.991  -1.012
C: 1.718 2.669 -2.918  -1.280
N: -0.911 -6.445 -3.671  -0.394
H: 6.023 8.363 -4.155  0.245
F: 1.720 5.923 -4.841  -0.257
C: 0.029 -5.909 -3.264  0.322
N: -1.163 -2.240 -7.554  -0.354
H: -1.321 -12.079 2.243  0.270
C: -5.131 -0.898 5.542  -0.198
H: -0.116 -8.815 4.418  0.025
C: -2.343 -0.123 0.599  0.332
N: -1.452 5.525 1.891  -0.458
H: 4.262 2.852 -1.495  0.455
N: -2.981 0.840 0.636  -0.577
H: 3.020 4.186 -3.793  0.449
N: 6.385 5.734 -5.838  -0.458
C: 0.026 -7.846 4.889  -0.700
H: -6.875 2.054 2.594  0.226
H: -2.441 -9.497 -2.526  0.272
N: 6.043 8.440 -0.944  -0.398
C: -0.943 -5.945 1.251  -0.499
C: -7.486 2.508 3.372  -0.638
H: -1.206 -6.414 0.312  0.032
C: -0.154 2.890 -0.445  -0.175
F: -1.677 4.516 -4.531  -0.235
H: -1.845 -5.789 1.837  0.382
N: -2.013 -8.721 0.480  -0.458
C: 0.581 3.623 -2.616  1.295
C: -0.290 -4.678 0.992  0.257
H: 7.022 7.278 -3.183  0.216
C: 0.882 -7.012 4.068  0.510
H: -4.064 -9.333 -1.826  0.319
C: 3.193 -3.131 1.824  -0.521
C: 6.599 6.603 -5.111  0.375
C: 1.344 5.651 -3.624  0.310

2.
Here is a 9-piece molecular cluster, C45H71FN8O4S overall at a distorted geometry from the OMol25 dataset. Energies are from ωB97M-V/def2-TZVPD.

Output
- net charge = 0
- HOMO-LUMO gap (eV) = 7.54
- E_LUMO (Eh) = -0.0280

Each line ends with the Mulliken charge.
CARTESIAN COORDINATES (ANGSTROEM)
C: 1.725 -0.892 2.252  -0.225
C: -2.303 2.067 7.012  -0.560
H: 5.158 -3.430 0.320  0.339
C: -2.578 3.509 6.597  -1.031
C: 5.683 -4.332 2.225  -0.185
C: 5.523 -3.079 3.080  -1.220
C: -1.118 7.708 -6.795  0.285
C: 2.583 -7.985 1.940  -1.001
H: 0.891 0.772 0.782  0.311
C: 0.903 -0.533 -8.846  -1.153
N: 1.538 0.606 7.288  -0.607
H: -3.571 -6.548 -1.540  0.334
H: 1.588 2.744 -7.866  0.181
H: 1.786 -8.265 1.244  0.325
C: 3.464 2.435 6.463  -0.261
C: 3.382 -4.160 1.278  0.295
H: 0.633 -1.200 -0.918  0.167
N: -2.343 7.810 -6.513  -0.545
H: 1.935 -0.854 -9.028  0.304
C: 4.340 2.834 7.652  -0.413
H: -2.830 4.392 -6.979  0.311
C: -0.366 -5.312 -1.758  0.204
H: 1.070 1.358 -9.850  0.319
H: 4.351 -9.749 4.375  0.301
H: 4.853 1.950 8.050  0.290
H: 1.810 -2.044 2.066  -0.174
H: -0.251 1.271 -8.684  0.240
H: 0.517 6.671 -7.719  0.247
C: 4.093 -8.856 3.796  -0.351
N: -1.125 1.559 3.650  -0.576
H: -2.701 3.601 5.513  0.225
C: 3.006 -9.191 2.773  -0.492
F: -5.612 -2.746 2.382  -0.241
H: 2.129 -9.586 3.298  0.326
H: 2.967 3.315 6.039  0.299
H: -2.339 -6.943 -2.739  0.305
H: -4.151 4.305 -5.813  0.319
C: 0.573 -0.258 1.274  0.261
H: 0.032 -2.428 0.503  0.229
H: 0.893 6.661 -5.253  0.195
H: 3.032 4.391 8.421  0.299
H: -3.914 -5.227 -3.594  0.344
C: -2.694 -6.154 -2.065  -0.512
H: -3.631 2.070 -6.756  0.355
H: 2.804 2.811 9.201  0.346
H: 5.115 3.529 7.309  0.317
H: 3.741 -8.088 4.494  0.295
H: 1.425 -0.688 3.383  0.134
H: 5.017 -5.197 0.355  0.334
H: 3.413 -7.595 1.343  0.249
H: -1.959 -5.051 -0.344  0.024
H: -3.491 -4.140 -2.257  0.219
H: -1.158 4.439 -5.116  0.150
C: 1.183 7.536 -5.849  -0.303
N: 2.157 -4.058 1.561  -0.692
H: 4.490 -2.949 3.419  0.317
H: -3.998 3.841 -0.019  0.182
C: -3.535 0.499 -1.350  0.131
H: 0.574 -0.956 -7.892  0.348
H: -3.502 3.868 7.060  0.350
N: 6.364 -7.930 2.485  -0.512
H: -5.709 2.228 -0.692  0.321
C: -1.001 1.517 6.428  -0.192
H: -3.373 2.687 1.333  0.063
H: 2.241 7.413 -6.106  0.320
H: -2.287 -4.557 -3.495  0.350
C: -4.359 3.189 0.888  0.094
C: -1.607 -5.818 -1.042  0.141
H: 0.269 -0.964 -9.627  0.324
C: -1.069 1.540 4.909  0.384
C: -1.904 0.136 -1.267  -0.224
C: -2.771 -1.478 0.775  0.118
H: -0.147 2.117 6.759  0.068
H: -2.312 5.779 -4.995  0.056
C: -5.044 -1.740 3.328  0.542
C: -2.997 2.501 -5.975  -0.845
H: 0.658 8.437 -7.754  0.343
O: -2.873 -2.769 1.106  -0.663
C: 1.691 1.655 -7.810  -0.260
C: 1.023 8.789 -4.994  -1.184
H: 2.753 -0.323 2.063  0.248
H: -3.677 0.211 3.464  -0.074
C: -5.312 1.910 0.385  -0.767
O: -4.952 -2.006 4.661  -0.511
H: -0.391 0.000 1.929  -0.251
C: -2.209 4.690 -4.939  0.172
H: -0.843 0.487 6.765  0.333
N: -2.938 3.835 -2.395  -0.486
H: 6.741 -4.455 1.968  0.339
C: 0.795 0.988 -8.856  -0.378
H: 6.152 -3.145 3.973  0.371
H: 3.361 -9.981 2.098  0.309
H: -1.760 4.169 6.909  0.293
O: -4.224 0.615 -2.487  -0.594
C: 0.039 -1.323 0.100  -0.492
H: 4.219 3.787 9.592  0.331
C: -3.897 -0.333 1.241  0.703
H: -5.459 0.459 2.820  0.205
C: -3.117 -4.948 -2.898  -1.078
C: -3.105 4.023 -5.985  -0.539
C: -4.262 0.657 0.148  -0.024
H: -0.010 8.919 -4.655  0.354
C: 1.292 1.188 -6.419  0.220
H: -2.256 2.014 8.105  0.332
C: -4.525 -0.254 2.763  0.005
C: -2.608 4.222 -3.548  0.084
H: 2.742 1.404 -7.987  0.345
N: 0.962 0.800 -5.266  -0.513
H: -6.169 1.679 1.150  0.325
C: 5.334 -8.350 3.079  0.265
H: -3.146 1.440 6.695  0.317
H: 5.818 -2.183 2.521  0.298
H: -1.349 -6.711 -0.462  0.271
C: 4.858 -4.284 0.938  -0.383
C: 2.411 1.435 6.914  0.311
C: -1.544 -0.864 -0.183  0.451
O: -4.957 3.953 1.998  -0.567
S: -0.628 0.947 -2.401  -0.132
N: 0.664 -4.892 -2.353  -0.576
H: 1.318 9.685 -5.553  0.307
C: 0.358 7.584 -7.136  -0.314
H: -1.965 2.180 -6.157  0.160
H: 4.078 1.981 5.679  0.292
H: 1.652 8.723 -4.101  0.338
H: 5.393 -5.206 2.821  0.086
H: -4.158 4.214 2.574  0.344
H: -3.326 2.079 -5.020  0.207
H: 0.087 -0.126 -3.021  0.194
C: 3.549 3.493 8.778  -1.145
H: 2.209 -7.178 2.580  0.304